# 1
Entry from the Open Molecules 2025 dataset: C20H27AsN3O8S3Ti as an isolated structure in a non-equilibrium geometry (ωB97M-V with the def2-TZVPD basis set).

Summary:
Charge = -1
Orbital gap = 5.26 eV
ΔE to the lowest compared entry with this formula, charge and spin = 47.5 kcal per mole

```
63
Properties=species:S:1:pos:R:3:forces:R:3
Ti -0.17767 -0.10982 -1.24572 -2.65 2.66 1.01
O 1.94305 -2.47908 0.52666 -0.07 -0.05 -0.48
As 2.51723 -0.82856 0.22545 1.60 -0.70 1.95
O 3.17144 -0.48998 1.71276 0.04 0.11 -0.27
O 1.34011 0.29008 -0.15707 0.50 -0.05 0.73
C 3.96779 -0.89636 -1.06372 -0.49 0.18 -0.22
C 5.28138 -0.98469 -0.63081 -0.17 0.01 0.17
C 6.30411 -0.98561 -1.56769 0.03 0.02 -0.10
C 6.01391 -0.86990 -2.92268 0.06 -0.01 0.06
C 4.69946 -0.77196 -3.35428 -0.21 0.06 -0.10
C 3.68096 -0.78992 -2.41783 -0.17 -0.15 0.24
S 1.94605 -0.78565 -2.87841 1.90 -0.20 -1.69
O 1.38007 -1.68894 -1.86029 -0.21 0.23 0.28
O 1.89200 -1.23956 -4.23821 0.00 -0.07 0.14
O 1.48120 0.59240 -2.67951 -0.30 -0.25 -0.03
H 2.34925 -2.72172 1.36879 0.00 0.25 0.06
H 5.47012 -1.05273 0.43373 0.06 0.03 -0.02
H 7.33313 -1.07424 -1.24261 0.00 0.01 0.00
H 6.81835 -0.86777 -3.64749 0.00 0.00 0.00
H 4.43888 -0.69464 -4.40215 0.07 -0.05 -0.01
N -0.96800 1.66155 -3.16785 0.15 -0.41 -0.28
N -1.34192 0.76805 -4.17477 0.24 -0.01 0.19
C -1.13830 -0.60175 -3.98094 -0.60 0.48 -0.78
O -1.33072 -1.35546 -4.91389 0.06 -0.15 0.27
O -0.80673 -0.93093 -2.76763 -0.23 -1.05 -1.19
H -1.71114 2.31547 -2.97598 -0.12 -0.07 0.25
H -0.09709 2.14071 -3.35607 0.08 -0.05 -0.04
H -1.26773 1.05630 -5.13469 -0.03 -0.02 -0.12
C -2.73062 3.79988 0.68100 0.06 -0.16 -0.11
C -2.33276 2.48173 0.04526 0.17 0.06 -0.10
S -0.60206 2.24238 -0.22912 0.06 -0.33 0.34
C -3.22423 1.54486 -0.31274 0.02 -0.09 -0.03
C -4.70776 1.67402 -0.06871 0.16 0.01 -0.02
S -2.74657 0.08911 -1.14611 0.07 0.27 0.24
H -1.84201 4.40816 0.84709 -0.05 0.03 0.04
H -3.24366 3.66097 1.63978 0.03 0.03 0.02
H -3.41006 4.35679 0.03020 0.00 0.08 0.04
H -4.94099 2.46100 0.65086 -0.03 0.00 -0.01
H -5.09216 0.72235 0.30197 -0.09 0.02 0.02
H -5.22997 1.89334 -1.00400 -0.06 0.00 0.02
C 0.56820 1.18842 4.29181 0.26 0.16 0.15
N -0.49962 0.35903 3.69349 0.01 0.06 -0.07
C -1.77248 1.10729 3.58291 -0.37 0.13 -0.11
C -0.04414 -0.09511 2.34314 0.12 -0.22 -0.67
C -0.88285 -1.18059 1.73036 -0.03 -0.15 -0.25
C -1.59147 -2.03750 2.57382 0.06 -0.07 -0.09
C -2.25723 -3.14528 2.08182 -0.05 -0.06 0.18
C -2.18099 -3.41597 0.72596 -0.01 -0.07 -0.07
C -1.49784 -2.55684 -0.11325 0.11 0.00 -0.07
C -0.85869 -1.38477 0.32871 -0.22 -0.64 0.55
H 0.30541 1.46840 5.31106 -0.09 0.00 -0.04
H 0.68778 2.07496 3.67164 -0.05 -0.02 -0.01
H 1.50735 0.63856 4.27818 -0.07 -0.07 -0.03
H -0.65109 -0.47107 4.26436 0.04 0.05 0.06
H -1.61337 1.93511 2.89500 0.09 0.06 -0.03
H -2.08191 1.47168 4.56173 0.06 -0.05 0.01
H -2.53465 0.46510 3.14685 0.08 -0.08 0.05
H 0.99007 -0.42878 2.45077 0.05 0.12 0.10
H -0.05563 0.78998 1.71193 0.12 0.23 -0.12
H -1.63308 -1.86593 3.64981 -0.04 -0.08 -0.01
H -2.80846 -3.79590 2.75040 -0.01 0.01 0.00
H -2.68698 -4.28547 0.32237 0.04 0.00 -0.04
H -1.49467 -2.77524 -1.17547 0.00 -0.01 0.00
```
Forces are in eV/Å.

***

# 2
Entry from the Open Molecules 2025 dataset: C20H27AuBN6OS3 as an isolated structure in a non-equilibrium geometry (ωB97M-V with the def2-TZVPD basis set).

Summary:
Charge = +1
Orbital gap (spin up / spin down) = 5.86 / 5.86 eV
ΔE to the lowest compared entry with this formula, charge and spin = 0.0 kcal per mole

```
59
Properties=species:S:1:pos:R:3:forces:R:3
Au -1.00430 -1.31668 -1.13398 -1.39 -0.90 0.97
C 4.03420 2.31712 0.29662 -0.03 -0.06 -0.26
C 3.79350 1.91032 -1.15558 0.08 0.59 0.18
N 3.23470 0.57242 -1.24008 -0.17 -0.06 0.05
C 4.17990 -0.52588 -1.26608 0.22 -0.52 -0.22
C 4.47480 -1.02058 -2.68028 -0.01 0.11 0.20
C 1.92090 0.38812 -1.22208 -0.64 -0.35 0.01
S 1.38850 -1.26438 -1.36668 -0.79 -0.49 -0.10
N 1.16740 1.46502 -1.13338 0.51 0.55 -0.01
C -0.12260 1.67302 -1.03298 0.42 0.13 0.02
O -1.07330 0.85452 -0.88918 -0.49 -1.15 -0.22
C -0.49660 3.10982 -1.05708 -0.31 0.14 0.09
C -1.78100 3.46652 -1.45938 0.12 -0.06 0.05
C -2.15220 4.79532 -1.49358 -0.01 0.12 -0.01
C -1.24480 5.77772 -1.12598 -0.04 -0.07 0.01
C 0.03000 5.42822 -0.70858 -0.01 0.01 0.01
C 0.40660 4.09832 -0.66868 -0.10 -0.13 -0.08
H 4.48320 3.30532 0.33232 0.06 0.11 0.05
H 4.70690 1.61822 0.78892 0.07 -0.04 0.08
H 3.09520 2.33852 0.84552 -0.08 0.00 0.03
H 4.73320 1.91082 -1.71258 -0.09 -0.02 -0.02
H 3.09510 2.60202 -1.62928 0.20 -0.11 -0.01
H 3.77110 -1.34928 -0.67458 0.19 0.12 0.08
H 5.09990 -0.17858 -0.79138 -0.12 -0.04 0.04
H 3.57020 -1.38888 -3.15758 -0.03 0.00 -0.05
H 5.19120 -1.83598 -2.62698 0.10 -0.06 -0.07
H 4.89500 -0.22438 -3.29018 0.05 0.04 -0.07
H -2.47360 2.69862 -1.76638 -0.04 -0.07 -0.04
H -3.14720 5.06542 -1.81028 -0.10 0.07 -0.07
H -1.53280 6.81482 -1.16338 -0.05 0.18 0.00
H 0.72880 6.19612 -0.41488 0.07 0.06 0.05
H 1.39040 3.81512 -0.32808 0.07 -0.03 -0.03
C 1.39210 -4.53388 0.08112 0.53 -0.18 -0.67
N 0.37330 -4.17878 1.02902 -0.62 0.19 0.72
C 0.50420 -4.16828 2.38552 -0.01 0.09 0.12
C -0.71930 -3.86268 2.89962 0.24 -0.02 0.26
N -1.59500 -3.70228 1.87452 0.31 -0.22 -0.07
B -3.14020 -3.51168 2.02742 0.15 0.19 -0.24
N -3.42270 -1.98108 1.93332 -0.24 0.27 -0.03
C -3.61430 -1.15348 2.99412 -0.01 0.27 0.20
C -3.94490 0.08212 2.52922 0.05 -0.02 0.22
N -3.94160 0.01062 1.16862 0.23 -0.75 0.62
C -4.26110 1.06802 0.25062 -0.11 0.56 -0.64
C -3.61750 -1.25628 0.83042 0.03 0.21 -0.68
S -3.51070 -1.79458 -0.79718 0.82 1.03 -0.51
C -0.91300 -3.88438 0.74362 0.17 0.02 -0.74
S -1.50990 -3.77058 -0.86858 1.18 0.69 -0.51
H 2.30160 -4.78468 0.62452 -0.08 0.01 -0.01
H 1.59680 -3.70568 -0.60238 -0.06 -0.18 0.20
H 1.06550 -5.39558 -0.50268 0.09 0.06 0.07
H 1.43430 -4.38218 2.87042 0.16 -0.06 0.09
H -1.02900 -3.76128 3.91962 -0.05 -0.06 0.17
H -3.67620 -4.06568 1.13262 -0.20 -0.17 -0.20
H -3.43580 -3.88128 3.11002 -0.11 -0.08 0.38
H -3.49780 -1.50528 3.99602 -0.07 -0.06 0.27
H -4.18320 0.98362 3.05372 -0.06 0.18 0.09
H -4.37160 1.99802 0.80482 0.03 -0.07 0.02
H -5.19240 0.84872 -0.27528 0.09 0.01 0.08
H -3.45410 1.17152 -0.47688 -0.12 0.00 0.14
```
Forces are in eV/Å.

***

> charge of number 2 (C20H27AuBN6OS3)?

+1

***

> Among the records above, which one has the highest ΔE to the lowest compared entry with this formula, charge and spin?

C20H27AsN3O8S3Ti

***

> Which of these has the lowest ΔE to the lowest compared entry with this formula, charge and spin?

C20H27AuBN6OS3